Computed, not measured: C27H29Br63F2O3 as an isolated structure in a non-equilibrium geometry, with ωB97M-V/def2-TZVPD.

```
! wB97M-V def2-TZVPD RIJCOSX def2/J DEFGRID3
* xyz 0 1
C -5.173 -4.737 0.100
C -3.658 -4.141 0.080
F -3.144 -4.492 -1.246
C -3.614 -2.536 0.190
O -3.015 -2.087 -1.082
C -2.251 -0.951 -0.696
O -2.225 0.117 -1.317
O -1.579 -1.309 0.569
C -2.749 -1.828 1.339
C -2.477 -2.567 2.727
F -3.518 -0.600 1.576
H -5.296 -5.593 0.853
H -5.446 -5.105 -0.968
H -5.913 -3.903 0.408
H -2.985 -4.694 0.819
H -4.679 -2.137 0.276
H -3.417 -3.169 3.015
H -1.590 -3.300 2.703
H -2.315 -1.734 3.511
C -0.518 1.409 2.926
Br -1.276 0.062 1.725
Br -1.782 2.840 3.304
Br 0.184 0.621 4.559
H 0.324 1.856 2.397
C -2.978 3.361 -2.876
Br -3.486 3.828 -4.689
Br -2.024 4.805 -1.999
Br -4.501 2.763 -1.831
H -2.289 2.519 -2.945
C -0.990 8.769 -3.407
Br -1.750 7.451 -4.610
Br -2.253 10.182 -2.996
Br -0.272 7.954 -1.798
H -0.153 9.231 -3.929
C -1.678 -1.712 7.290
Br -2.514 -3.116 6.245
Br 0.254 -1.731 7.102
Br -2.423 0.031 6.886
H -1.899 -1.919 8.336
C 0.633 -6.335 5.889
Br -0.997 -7.325 6.244
Br 0.339 -4.893 4.627
Br 1.464 -5.704 7.524
H 1.332 -7.029 5.423
C 2.181 4.297 0.131
Br 3.913 3.733 -0.536
Br 1.030 2.781 0.493
Br 2.342 5.465 1.670
H 1.706 4.875 -0.661
C -5.535 0.597 9.919
Br -5.329 -1.025 8.874
Br -4.613 2.101 9.111
Br -7.401 0.997 10.266
H -5.064 0.416 10.884
C -0.107 1.639 -5.535
Br -0.825 1.256 -7.296
Br -1.155 0.796 -4.136
Br 1.775 1.183 -5.404
H -0.182 2.716 -5.387
C -6.604 5.081 0.161
Br -5.536 4.853 1.763
Br -8.476 4.682 0.482
Br -6.365 6.838 -0.623
H -6.244 4.356 -0.567
C 4.088 6.638 5.496
Br 4.671 4.789 5.428
Br 5.049 7.743 4.223
Br 2.167 6.797 5.282
H 4.331 7.012 6.489
C 5.766 0.397 -1.923
Br 5.254 0.825 -3.745
Br 6.733 1.857 -1.084
Br 4.244 -0.171 -0.864
H 6.451 -0.448 -1.974
C -7.750 -5.981 -3.138
Br -6.053 -6.897 -3.335
Br -9.052 -7.069 -2.198
Br -7.537 -4.238 -2.314
H -8.140 -5.814 -4.142
C 5.022 -1.006 3.519
Br 5.220 -2.624 2.466
Br 5.934 0.501 2.706
Br 3.159 -0.607 3.887
H 5.504 -1.190 4.478
C 3.308 0.534 -8.886
Br 2.462 -0.873 -9.918
Br 5.235 0.532 -9.105
Br 2.542 2.273 -9.274
H 3.106 0.324 -7.836
C 7.399 4.133 -4.876
Br 6.297 4.399 -3.303
Br 6.856 5.283 -6.341
Br 9.287 4.320 -4.474
H 7.243 3.106 -5.204
C 6.408 3.429 -11.581
Br 5.566 2.023 -12.617
Br 8.336 3.431 -11.802
Br 5.637 5.167 -11.964
H 6.208 3.215 -10.532
C 9.271 8.772 3.675
Br 8.635 9.889 5.128
Br 9.158 6.886 4.113
Br 8.370 9.178 2.006
H 10.326 9.004 3.533
C 2.923 -9.174 3.031
Br 3.262 -8.837 4.912
Br 1.461 -10.423 2.774
Br 2.648 -7.527 2.041
H 3.819 -9.644 2.625
C -6.659 -7.462 -7.639
Br -4.961 -8.379 -7.837
Br -7.958 -8.547 -6.690
Br -6.444 -5.718 -6.820
H -7.051 -7.298 -8.641
C -7.347 2.264 4.295
Br -5.768 1.648 3.351
Br -8.934 1.282 3.764
Br -7.089 2.237 6.217
H -7.505 3.303 4.008
C 6.836 -8.876 0.896
Br 7.170 -8.541 2.777
Br 5.376 -10.128 0.637
Br 6.558 -7.231 -0.093
H 7.732 -9.344 0.491
*
```

Values from the calculation:
LUMO level = -0.471 eV
HOMO energy = -8.84 eV
Gap between HOMO and LUMO = 8.4 eV
ΔE to the lowest compared entry with this formula, charge and spin = 88.5 kcal per mole
Calculated total energy = -4452710.309 eV